{"formula": "C10H32N2O6P2Si2", "method": "ωB97M-V with the def2-TZVPD basis set", "total_energy_ev": -60490.351, "largest_force_ha_per_bohr": 0.015, "orbital_gap_ev": 9.28, "e_homo_ha": -0.3246, "molar_mass_g_mol": 394.49, "elements": ["N", "C", "C", "C", "C", "Si", "O", "Si", "P", "P", "O", "O", "O", "H", "H", "H", "H", "H", "H", "H", "H", "H", "H", "H", "H", "H", "H", "H", "H", "H", "C", "O", "C", "C", "N", "C", "C", "O", "C", "H", "H", "H", "H", "H", "H", "H", "H", "H", "H", "H", "H", "H", "H", "H"], "coordinates": [[-1.9435, -1.4428, -2.4487], [-2.2586, -1.3801, -1.0061], [-1.1012, -1.8340, -0.1310], [-0.6311, -3.2802, -0.3399], [0.7854, -3.5074, 0.2362], [1.8244, -4.7798, -0.6575], [3.0980, -3.9854, -1.3707], [3.1917, -3.5384, -2.9528], [1.1358, -2.7454, -3.4411], [1.4084, -0.9611, -4.6401], [2.7779, -0.4823, -4.8075], [0.7479, -1.3457, -6.0499], [0.3456, 0.0390, -3.9890], [-1.8884, -2.4090, -2.7512], [-2.7104, -1.0357, -2.9690], [-2.4698, -0.3299, -0.7862], [-3.1560, -1.9599, -0.7535], [-1.4140, -1.7170, 0.9130], [-0.2544, -1.1517, -0.2569], [-0.6331, -3.5082, -1.4080], [-1.3355, -3.9816, 0.1167], [0.7259, -3.7851, 1.2939], [1.3275, -2.5572, 0.2056], [1.0285, -5.4323, -1.7254], [2.3190, -5.8433, 0.2423], [3.3967, -4.7008, -3.8355], [4.2741, -2.5595, -3.1055], [0.8932, -2.0616, -2.2423], [-0.1993, -1.4206, -5.9936], [-0.2937, -0.4011, -3.3939], [-2.3544, 5.0303, 1.4582], [-0.9735, 5.1114, 1.7349], [-0.6407, 5.1523, 3.1156], [0.0946, 3.9024, 3.5381], [-0.7760, 2.7386, 3.4908], [-0.1147, 1.4612, 3.7197], [0.9541, 1.0149, 2.7315], [0.4575, 0.7123, 1.4419], [0.3395, 1.8054, 0.5518], [-2.4719, 5.1513, 0.3829], [-2.7878, 4.0678, 1.7544], [-2.9099, 5.8262, 1.9640], [-1.5449, 5.2845, 3.7175], [0.0086, 6.0168, 3.2781], [0.4472, 4.0353, 4.5657], [0.9824, 3.8084, 2.8961], [-1.2477, 2.7150, 2.5959], [-0.8861, 0.6874, 3.7424], [0.3381, 1.4862, 4.7167], [1.3838, 0.0848, 3.1123], [1.7738, 1.7397, 2.6527], [1.1128, 2.5562, 0.7347], [-0.6385, 2.2928, 0.6117], [0.4627, 1.4173, -0.4600]], "lowdin_charge": [-0.01, -0.26, -0.22, -0.29, -0.30, 0.50, -0.50, 0.32, 0.64, 0.17, -0.32, -0.18, -0.20, 0.05, 0.08, 0.11, 0.11, 0.12, 0.09, 0.03, 0.11, 0.07, 0.07, -0.02, -0.03, -0.05, -0.04, -0.12, 0.06, 0.01, -0.12, -0.19, -0.22, -0.22, -0.05, -0.20, -0.22, -0.20, -0.09, 0.09, 0.08, 0.09, 0.12, 0.12, 0.12, 0.11, 0.07, 0.12, 0.12, 0.12, 0.11, 0.09, 0.08, 0.08]}

{"formula": "C10H32N4O6", "method": "ωB97M-V with the def2-TZVPD basis set", "total_energy_ev": -29132.297, "largest_force_ha_per_bohr": 0.183, "orbital_gap_ev": 9.64, "e_above_lowest_kcal_mol": 53.7, "e_homo_ha": -0.3373, "smiles": "NC(N)=O.NC(N)=O.CCO.CCO.CCO.CCO", "molar_mass_g_mol": 304.39, "elements": ["N", "C", "N", "O", "H", "H", "H", "H", "N", "C", "N", "O", "H", "H", "H", "H", "C", "C", "O", "H", "H", "H", "H", "H", "H", "C", "C", "O", "H", "H", "H", "H", "H", "H", "C", "C", "O", "H", "H", "H", "H", "H", "H", "C", "C", "O", "H", "H", "H", "H", "H", "H"], "coordinates": [[1.0844, 18.3748, 15.0290], [2.0854, 19.1467, 15.3780], [2.0023, 20.3957, 14.9895], [3.0778, 18.6993, 16.1682], [1.1248, 17.3867, 15.3805], [0.7638, 18.5022, 14.0872], [2.7070, 21.0932, 15.2329], [1.3587, 20.8195, 14.3095], [-2.8008, 16.3187, 15.5019], [-2.3297, 15.7199, 14.4363], [-2.8618, 14.5719, 14.3832], [-1.3883, 16.2134, 13.6467], [-2.2594, 17.1868, 15.7953], [-3.4508, 16.0313, 16.2845], [-2.4142, 13.9523, 13.6677], [-3.8628, 14.4214, 14.4146], [-3.1468, 19.1764, 17.4103], [-1.9510, 19.6829, 16.5683], [-1.2536, 18.4700, 16.2532], [-3.8157, 18.5145, 16.8611], [-3.7003, 20.0326, 17.7733], [-2.6856, 18.6306, 18.2574], [-1.3261, 20.2540, 17.2216], [-2.2764, 20.2096, 15.6771], [-0.4407, 18.7153, 15.7670], [-6.1498, 16.3805, 16.4605], [-5.3885, 15.1736, 16.8421], [-4.2826, 15.6466, 17.5579], [-6.7870, 16.0583, 15.6266], [-5.4668, 17.0546, 15.9804], [-6.7623, 16.8946, 17.2025], [-5.0488, 14.4778, 16.0723], [-5.8705, 14.5408, 17.6155], [-3.9295, 14.9650, 18.1427], [-4.4820, 19.9177, 14.1538], [-3.5256, 18.9334, 13.5079], [-3.2092, 19.4050, 12.2238], [-4.8540, 19.4155, 15.0238], [-5.3654, 20.1837, 13.6675], [-3.9031, 20.8138, 14.5935], [-4.0646, 18.0467, 13.3468], [-2.6535, 18.5552, 14.0496], [-2.6389, 18.7699, 11.7891], [-0.5203, 17.0953, 19.3580], [-1.1347, 16.2335, 18.2740], [-1.0976, 14.8996, 18.7880], [-0.7415, 18.1288, 19.2026], [0.5708, 16.9584, 19.4667], [-1.0202, 16.8018, 20.3442], [-0.5778, 16.3501, 17.3356], [-2.0453, 16.5972, 18.0888], [-0.2148, 14.5567, 18.6648]], "lowdin_charge": [0.13, -0.64, 0.16, -0.08, 0.16, 0.13, 0.13, 0.13, 0.16, -0.70, 0.15, -0.09, 0.07, 0.05, 0.14, 0.10, -0.05, -0.25, -0.16, 0.05, 0.08, 0.07, 0.11, 0.08, 0.03, -0.06, -0.31, -0.11, 0.09, 0.05, 0.09, 0.10, 0.13, 0.12, -0.06, -0.33, -0.07, 0.04, 0.06, 0.10, 0.09, 0.09, 0.08, -0.08, -0.32, -0.07, 0.04, 0.08, 0.11, 0.11, 0.02, 0.08]}

{"formula": "C10H32O6", "method": "ωB97M-V with the def2-TZVPD basis set", "total_energy_ev": -23170.752, "largest_force_ha_per_bohr": 0.067, "orbital_gap_ev": 10.23, "e_above_lowest_kcal_mol": 60.1, "e_homo_ha": -0.3642, "smiles": "CCO.CCO.CCO.CCO.CCO.O", "molar_mass_g_mol": 248.36, "elements": ["C", "C", "O", "H", "H", "H", "H", "H", "H", "C", "C", "O", "H", "H", "H", "H", "H", "H", "C", "C", "O", "H", "H", "H", "H", "H", "H", "C", "C", "O", "H", "H", "H", "H", "H", "H", "C", "C", "O", "H", "H", "H", "H", "H", "H", "O", "H", "H"], "coordinates": [[-6.3594, -3.1335, 0.4501], [-6.0713, -1.7168, -0.0951], [-4.6359, -1.7474, -0.1695], [-6.1724, -3.2784, 1.5141], [-5.9919, -3.9678, -0.1474], [-7.4329, -3.2541, 0.3049], [-6.1731, -0.9974, 0.7175], [-6.6092, -1.4763, -1.0122], [-4.4185, -0.9224, -0.6096], [0.8585, 7.7799, -0.2344], [2.1174, 6.8057, -0.0397], [2.0835, 5.7057, -0.8917], [-0.0212, 7.2055, 0.0557], [0.8200, 8.2399, -1.2218], [0.9178, 8.5841, 0.4990], [1.9892, 6.3503, 0.9423], [3.0280, 7.4019, -0.0990], [2.5606, 5.9715, -1.6812], [-2.3723, 4.9203, -4.7242], [-2.2587, 3.3909, -4.5812], [-1.9009, 2.9443, -3.3146], [-3.0118, 5.2039, -5.5600], [-1.4275, 5.4621, -4.7674], [-2.9217, 5.3855, -3.9058], [-1.5599, 3.0060, -5.3238], [-3.1741, 2.8860, -4.8899], [-1.0996, 3.4320, -3.1105], [3.3282, -5.7026, 7.0236], [3.6475, -4.5613, 5.9437], [2.4596, -4.3171, 5.2123], [2.8276, -6.5536, 6.5618], [2.4815, -5.4268, 7.6522], [4.2775, -5.9348, 7.5063], [4.3416, -4.9224, 5.1848], [4.1564, -3.6600, 6.2857], [2.3627, -3.4008, 4.9427], [2.3849, -3.9188, -2.8251], [3.6749, -4.2470, -2.0451], [4.0785, -3.1722, -1.2102], [1.6310, -3.7056, -2.0673], [1.9575, -4.7730, -3.3502], [2.4756, -2.9962, -3.3982], [4.5179, -4.2713, -2.7356], [3.6304, -5.1339, -1.4129], [3.6405, -3.0443, -0.3656], [0.6046, -0.2378, 2.0131], [0.8376, 0.5004, 1.4500], [-0.0788, -0.7020, 1.5296]], "lowdin_charge": [-0.09, -0.29, -0.11, 0.07, 0.07, 0.06, 0.11, 0.11, 0.07, -0.07, -0.32, -0.08, 0.06, 0.06, 0.06, 0.10, 0.10, 0.08, -0.09, -0.35, -0.06, 0.07, 0.07, 0.07, 0.10, 0.11, 0.08, -0.07, -0.30, -0.10, 0.06, 0.06, 0.06, 0.09, 0.10, 0.08, -0.09, -0.31, -0.10, 0.06, 0.07, 0.07, 0.11, 0.11, 0.08, -0.06, 0.03, 0.03]}

{"formula": "C10H32O6", "method": "ωB97M-V with the def2-TZVPD basis set", "total_energy_ev": -23158.741, "largest_force_ha_per_bohr": 0.245, "orbital_gap_ev": 8.38, "e_above_lowest_kcal_mol": 337.0, "e_homo_ha": -0.3001, "molar_mass_g_mol": 248.36, "elements": ["C", "C", "C", "O", "H", "H", "H", "H", "H", "H", "H", "H", "C", "C", "C", "O", "H", "H", "H", "H", "H", "H", "H", "H", "C", "O", "H", "H", "H", "H", "C", "O", "H", "H", "H", "H", "C", "O", "H", "H", "H", "H", "C", "O", "H", "H", "H", "H"], "coordinates": [[1.6773, -4.3052, -1.3351], [1.5459, -3.0138, -2.1858], [1.5993, -1.6481, -1.4835], [2.7550, -2.9373, -2.9715], [0.7144, -4.4327, -0.8405], [2.4288, -4.2713, -0.5463], [1.7278, -5.1798, -1.9837], [0.6215, -3.0125, -2.7635], [2.5717, -1.5302, -1.0053], [0.8238, -1.4835, -0.7354], [1.4792, -0.9426, -2.3056], [3.5010, -2.6789, -2.4254], [-2.9218, -0.5019, 0.4564], [-2.6578, 0.7119, 1.3814], [-1.4367, 0.4305, 2.2017], [-2.4018, 1.8632, 0.5631], [-3.7934, -0.3852, -0.1876], [-3.1958, -1.4182, 0.9792], [-2.0707, -0.5784, -0.2203], [-3.5451, 0.9452, 1.9700], [-1.2259, 1.2568, 2.8805], [-0.5365, 0.3469, 1.5927], [-1.4849, -0.4634, 2.8235], [-2.0305, 2.5947, 1.0618], [-0.8611, -2.1759, 0.0364], [-0.1537, -1.1528, 0.6722], [-0.4087, -3.1528, 0.2072], [-1.8756, -2.2839, 0.4203], [-0.8830, -1.9530, -1.0304], [0.2266, -1.5188, 1.4741], [2.2056, 3.2845, -0.0780], [2.1989, 2.1430, 0.7650], [2.8436, 3.1485, -0.9512], [1.2249, 3.3493, -0.5495], [2.5789, 4.2268, 0.3230], [2.5463, 1.4444, 0.2057], [-0.9190, 3.2914, 0.8672], [-0.7492, 3.9978, 2.1074], [-1.8860, 3.5418, 0.4310], [-0.1809, 3.5845, 0.1206], [-0.7429, 2.2186, 0.9453], [0.1833, 3.8788, 2.3021], [0.0575, 1.1558, -0.6023], [0.4287, -0.1722, -1.0887], [0.8481, 1.6203, -0.0131], [-0.3367, 1.9093, -1.2841], [-0.7120, 1.0045, 0.1547], [0.2219, -0.7564, -0.3555]], "lowdin_charge": [-0.05, -0.41, -0.11, -0.09, 0.04, 0.08, 0.08, 0.14, 0.11, 0.00, 0.12, 0.07, -0.04, -0.38, -0.06, -0.15, 0.09, 0.08, 0.06, 0.14, 0.10, 0.06, 0.10, -0.07, -0.11, -0.12, 0.10, 0.07, 0.13, 0.17, -0.15, -0.12, 0.09, 0.04, 0.10, 0.09, -0.19, -0.04, 0.14, 0.08, 0.05, 0.08, -0.08, -0.24, 0.02, 0.11, 0.03, -0.18]}

- Number 1 is which compound?
  C10H32N2O6P2Si2